A molecular structure, C2H6ORb in a non-equilibrium geometry, computed with the ωB97M-V functional and the def2-TZVPD basis.

As for the LUMO energy: -4.5 eV. The value obtained for the largest force on an atom is 2.2 eV/Å. For the energy relative to the best compared isomer or geometry (same formula, charge and spin), the calculation gives 18.3 kcal/mol. Its total energy is -178.8951 a.u. Its HOMO-LUMO gap is 8.2 eV. The total charge is +1.

Structure (XYZ):
```
10
Properties=species:S:1:pos:R:3:lowdin_charge:R:1
H 20.94329 -24.32479 -0.85202 0.075
Rb 16.85642 -19.01949 -3.98567 0.985
C 21.91701 -23.01849 -2.20222 -0.337
H 22.32581 -23.16034 -3.20265 0.108
H 20.53854 -24.59926 -2.52496 0.079
H 22.70790 -22.77792 -1.49178 0.117
H 22.06034 -25.17790 -1.74534 0.087
H 21.29396 -21.13592 -2.46336 0.074
C 21.36295 -24.34776 -1.85773 -0.101
O 20.91969 -22.01156 -2.34185 -0.088
```